# 1
A cluster of 8 separate species, C24H66N2O16 in total in a non-equilibrium geometry. Source: the Open Molecules 2025 dataset; level of theory: ωB97M-V/def2-TZVPD.

```
! RIJCOSX wB97M-V def2-TZVPD def2/J DEFGRID3
* xyz 0 1
C 14.4736 -6.3191 22.3230
O 13.5110 -7.3411 22.2177
C 12.8440 -7.5909 23.4127
C 11.7950 -8.6584 23.1748
N 12.3347 -9.9778 22.8164
C 13.1571 -10.5273 23.8987
C 13.3754 -12.0155 23.7244
O 12.2481 -12.8222 23.9843
C 11.9378 -12.9553 25.3419
H 14.0097 -5.3358 22.4680
H 15.1206 -6.3316 21.4530
H 15.0608 -6.4710 23.2404
H 12.3084 -6.6930 23.7606
H 13.5036 -7.8582 24.2515
H 11.2641 -8.3082 22.2783
H 11.0068 -8.6747 23.9344
H 11.5634 -10.6293 22.6520
H 12.7283 -10.3449 24.8937
H 14.1388 -10.0483 23.8824
H 14.2243 -12.3646 24.3259
H 13.6821 -12.1970 22.6907
H 11.1780 -13.7131 25.5156
H 11.5105 -12.0294 25.7577
H 12.8202 -13.1626 25.9583
C 10.9570 -6.0594 19.3290
O 10.3443 -4.8023 19.2862
C 9.5159 -4.5716 18.1898
C 8.8237 -3.2337 18.4047
N 7.7309 -3.0843 17.4493
C 7.1435 -1.7610 17.4607
C 6.2035 -1.5042 16.2984
O 5.3267 -2.5978 16.1551
C 4.7224 -2.7306 14.8940
H 10.3066 -6.8448 18.9249
H 11.2704 -6.2856 20.3458
H 11.8661 -6.1289 18.7110
H 8.7523 -5.3516 18.0544
H 10.0506 -4.5636 17.2286
H 9.6002 -2.4570 18.3442
H 8.3518 -3.1408 19.3842
H 8.0472 -3.2933 16.5067
H 7.8916 -0.9545 17.4906
H 6.5501 -1.6272 18.3730
H 6.7657 -1.3687 15.3635
H 5.6452 -0.5807 16.4896
H 4.5146 -3.7875 14.7227
H 5.3834 -2.4379 14.0686
H 3.7978 -2.1464 14.8644
O 18.1756 -7.0008 19.8908
C 17.4064 -8.1931 19.8357
C 17.7218 -9.0450 21.0447
O 19.0450 -9.6469 20.8271
H 18.4154 -6.7862 20.7952
H 16.3151 -8.0801 19.8214
H 17.7049 -8.7356 18.9420
H 17.2002 -10.0009 21.0585
H 17.6650 -8.5712 22.0253
H 19.7155 -8.9544 20.8571
O 14.2695 -16.2149 20.1612
C 14.2148 -15.3438 21.3059
C 15.0964 -14.1514 20.9680
O 16.3483 -14.5880 20.4854
H 13.7193 -16.9641 20.4134
H 13.1776 -15.0018 21.4018
H 14.5029 -15.8070 22.2525
H 15.2751 -13.4963 21.8240
H 14.5597 -13.4658 20.2962
H 16.1965 -15.1924 19.7464
O 9.7318 -11.1350 22.3251
C 9.6465 -11.7821 21.0405
C 10.9536 -12.5098 20.7678
O 11.1292 -13.6397 21.5986
H 8.8868 -10.7904 22.6217
H 8.8378 -12.5140 21.0652
H 9.4978 -11.0305 20.2606
H 11.7928 -11.8095 20.8023
H 10.9178 -12.8503 19.7327
H 11.2766 -13.3293 22.5044
O 12.1880 -9.1551 19.7942
C 13.4730 -8.9546 19.2692
C 14.4297 -10.0497 19.6986
O 14.7181 -9.9988 21.0957
H 12.2392 -9.2299 20.7562
H 13.4874 -8.8837 18.1810
H 13.8721 -7.9939 19.6219
H 15.2734 -10.2575 19.0405
H 13.8983 -11.0031 19.5130
H 13.8401 -10.0003 21.5326
O 10.9172 -10.6056 14.6021
C 12.1164 -10.9131 15.3046
C 11.8892 -10.9824 16.8103
O 11.3185 -12.2248 17.2289
H 10.4784 -11.4414 14.4221
H 12.5214 -11.8804 14.9907
H 12.8937 -10.1713 15.1170
H 11.2184 -10.1653 17.0896
H 12.8551 -10.9433 17.3102
H 10.4680 -12.3365 16.7911
O 17.8684 -13.1733 18.6064
C 17.5249 -11.8201 18.3810
C 16.7806 -11.7926 17.0328
O 15.6536 -12.6382 17.0464
H 17.4066 -13.5127 19.3920
H 16.8824 -11.4864 19.1995
H 18.3838 -11.1510 18.2895
H 17.5320 -12.1801 16.3346
H 16.4946 -10.7782 16.7589
H 15.9855 -13.5300 17.1932
*
```

E_tot = -2267.16190 Eh
Frontier orbital gap = 9.10 eV
SMILES string = COCCNCCOC.COCCNCCOC.OCCO.OCCO.OCCO.OCCO.OCCO.OCCO
E_LUMO = 0.395 eV
Maximum force = 0.060 Eh/bohr

# 2
A cluster of 7 separate species, C24H66N4O11 in total in a non-equilibrium geometry. Source: the Open Molecules 2025 dataset; level of theory: ωB97M-V/def2-TZVPD.

```
! RIJCOSX wB97M-V def2-TZVPD def2/J DEFGRID3
* xyz 0 1
C 0.3840 -3.7021 2.9229
O 1.3361 -3.2990 1.9990
C 1.8771 -4.3686 1.2575
C 2.5962 -3.8191 0.0040
N 3.8503 -3.1598 0.1656
C 4.9730 -4.0063 0.6959
C 6.2131 -3.1081 0.7965
O 7.4211 -3.9126 0.9445
C 8.4394 -3.6793 -0.0672
H -0.4745 -4.2089 2.4821
H -0.0297 -2.7941 3.3616
H 0.7643 -4.2090 3.8097
H 1.1048 -5.0297 0.8645
H 2.4982 -5.0106 1.8821
H 1.9071 -3.1541 -0.5166
H 2.8109 -4.5880 -0.7381
H 3.9966 -2.7856 -0.7611
H 5.2160 -4.7550 -0.0580
H 4.7580 -4.6290 1.5643
H 6.2822 -2.4390 1.6542
H 6.2268 -2.4288 -0.0558
H 8.5331 -2.5953 -0.1314
H 8.0922 -4.0651 -1.0257
H 9.3802 -4.1970 0.1200
C -0.0970 3.7040 4.7715
O 0.1939 3.9223 3.3843
C 1.2064 3.0938 2.8240
C 1.1749 3.1734 1.2547
N 2.2070 2.2495 0.7204
C 2.2073 2.2743 -0.7427
C 3.1593 1.2923 -1.4470
O 2.9322 1.5678 -2.8191
C 3.9242 1.2175 -3.7434
H 0.4703 4.3149 5.4736
H -0.0795 2.6391 5.0038
H -1.1652 3.9205 4.7696
H 0.9821 2.0541 3.0623
H 2.1630 3.3522 3.2782
H 1.4132 4.1696 0.8818
H 0.2115 2.8267 0.8808
H 1.9545 1.3549 1.1155
H 2.4934 3.2787 -1.0547
H 1.2030 2.0802 -1.1193
H 3.0852 0.2268 -1.2297
H 4.1961 1.4747 -1.1644
H 3.9536 0.1376 -3.8884
H 4.9044 1.6224 -3.4917
H 3.6597 1.5356 -4.7518
C -0.6731 -0.8846 -0.6803
O -1.6165 -0.8535 -1.7426
C -2.7772 -0.0067 -1.4693
C -3.7857 -0.1321 -2.5594
N -4.4922 -1.4003 -2.4762
C -5.4203 -1.5407 -3.6130
C -6.2839 -2.7909 -3.4904
O -7.2929 -2.6659 -2.4653
C -8.4560 -1.9097 -2.7421
H -0.9915 -1.3454 0.2548
H -0.2671 0.1033 -0.4630
H 0.2186 -1.4425 -0.9659
H -2.2736 0.9566 -1.5496
H -3.2234 -0.0848 -0.4779
H -3.2983 0.1244 -3.5000
H -4.5112 0.6577 -2.3648
H -3.8626 -2.1899 -2.4582
H -4.9320 -1.7191 -4.5711
H -6.0001 -0.6350 -3.7905
H -5.6389 -3.6472 -3.2933
H -6.6732 -2.9219 -4.5001
H -8.8039 -2.1162 -3.7542
H -8.3358 -0.8371 -2.5900
H -9.2249 -2.2677 -2.0573
C -0.5248 3.2738 -3.2286
O -1.6925 3.1441 -2.4547
C -2.2692 4.3771 -2.1688
C -3.2599 4.1733 -0.9732
N -2.6565 3.4399 0.0648
C -3.5721 2.8741 1.0495
C -2.9266 2.3601 2.3065
O -2.6056 0.9951 1.9575
C -1.7871 0.3310 2.9201
H -0.8199 3.5784 -4.2327
H 0.0610 2.3549 -3.2519
H 0.0550 4.1185 -2.8563
H -2.8626 4.7756 -2.9917
H -1.6345 5.2222 -1.9025
H -4.0992 3.6871 -1.4704
H -3.6481 5.0918 -0.5332
H -2.1308 2.7481 -0.4502
H -4.1994 2.1223 0.5707
H -4.2590 3.6890 1.2780
H -3.6486 2.3873 3.1227
H -2.0554 2.9570 2.5763
H -1.3674 -0.5782 2.4895
H -2.2858 -0.0117 3.8267
H -1.0625 0.9720 3.4223
O 4.2687 -0.5345 0.9387
H 4.3576 -1.4552 0.6924
H 3.3542 -0.4451 1.2069
O 0.9448 -0.3695 4.9068
H 0.4687 -0.6553 5.6864
H 1.8678 -0.4786 5.1358
O 1.5745 -0.4296 2.0101
H 1.1512 -0.4052 2.8682
H 1.3694 -1.2990 1.6659
*
```

E_tot = -2000.41886 Eh
Frontier orbital gap = 8.18 eV
SMILES string = COCCNCCOC.COCCNCCOC.COCCNCCOC.COCCNCCOC.O.O.O
E_LUMO = 0.129 eV
Maximum force = 0.050 Eh/bohr

# 3
A cluster of 6 separate species, C24H66N6O6 in total in a non-equilibrium geometry. Source: the Open Molecules 2025 dataset; level of theory: ωB97M-V/def2-TZVPD.

```
! RIJCOSX wB97M-V def2-TZVPD def2/J DEFGRID3
* xyz 0 1
C 4.6245 -0.5352 4.0403
O 4.4641 0.7898 3.5674
C 5.5765 1.6393 3.7681
C 5.3168 3.0381 3.2559
C 6.5228 3.9758 3.3386
N 4.0832 3.6428 3.7838
H 5.6901 -0.7667 4.1572
H 4.2489 -1.2190 3.2826
H 4.1228 -0.5763 5.0089
H 5.8373 1.6693 4.8364
H 6.4177 1.1734 3.2399
H 5.1529 2.9497 2.1711
H 6.3815 4.8248 2.6767
H 7.3471 3.3923 2.9130
H 6.8342 4.2649 4.3426
H 4.3272 3.9614 4.7209
H 3.4007 2.8914 3.8506
C -2.7782 -1.2089 -5.0827
O -3.7898 -0.3488 -5.5515
C -4.9343 -0.2942 -4.6863
C -5.6528 1.0174 -4.8452
C -4.7273 2.2311 -4.8101
N -6.7315 1.2259 -3.8737
H -3.0947 -1.9273 -4.3214
H -1.9597 -0.6075 -4.6722
H -2.3650 -1.8172 -5.8908
H -5.5845 -1.0773 -5.1014
H -4.6533 -0.5032 -3.6501
H -6.0803 0.9929 -5.8592
H -5.2626 3.1545 -5.0299
H -3.8518 2.1074 -5.4472
H -4.3070 2.3613 -3.8065
H -7.2728 0.3890 -3.6905
H -7.3527 1.9173 -4.2733
C 0.8542 -5.3689 2.2748
O 2.2180 -5.6539 2.4486
C 2.6474 -6.8351 1.8186
C 4.1214 -6.7053 1.4826
C 4.3737 -5.5351 0.5057
N 4.6952 -7.9377 0.9918
H 0.5766 -5.4072 1.2146
H 0.5695 -4.4271 2.7267
H 0.2361 -6.1836 2.6745
H 2.5311 -7.6887 2.5038
H 1.9561 -7.1326 1.0171
H 4.5311 -6.4804 2.4717
H 5.4120 -5.5892 0.1683
H 4.1365 -4.5692 0.9488
H 3.8353 -5.6511 -0.4408
H 4.2595 -8.1747 0.1108
H 5.6962 -7.9853 0.9401
C -2.2215 1.3095 -2.2187
O -2.6096 2.6102 -1.8069
C -1.6341 3.5531 -2.1584
C -2.1494 4.9487 -1.8061
C -3.2437 5.3861 -2.7740
N -1.0452 5.9053 -1.8480
H -1.1795 1.1428 -1.9335
H -2.2736 1.1941 -3.3080
H -2.9200 0.6137 -1.7616
H -0.6318 3.4815 -1.7105
H -1.4068 3.5314 -3.2346
H -2.5031 4.8747 -0.7690
H -4.1802 4.8262 -2.6486
H -2.9884 5.1107 -3.7978
H -3.5936 6.4045 -2.6010
H -1.4169 6.8218 -1.6103
H -0.3846 5.7449 -1.0909
C -3.3436 -0.7719 2.5429
O -2.9489 0.5366 2.9112
C -1.9187 1.0604 2.0700
C -1.7218 2.5279 2.4184
C -0.5425 3.0836 1.6557
N -1.4826 2.6613 3.8728
H -4.1982 -0.9794 3.1877
H -2.5320 -1.4882 2.7180
H -3.6491 -0.8090 1.4910
H -1.0331 0.4328 2.2378
H -2.2173 0.9478 1.0210
H -2.6247 3.1175 2.2131
H -0.3572 2.7565 0.6275
H 0.3372 2.6919 2.1858
H -0.3669 4.1608 1.6696
H -1.9033 3.4866 4.2734
H -1.9495 1.8579 4.2822
C 1.9761 -0.6998 1.1269
O 1.0891 -1.7962 0.9987
C 0.9300 -2.2896 -0.3163
C -0.0366 -1.6174 -1.3355
C -1.4635 -1.9119 -0.8880
N 0.1786 -2.1162 -2.6712
H 2.3205 -0.3405 0.1496
H 2.8566 -0.9582 1.7062
H 1.4627 0.1843 1.5103
H 1.9236 -2.3509 -0.7766
H 0.6487 -3.3290 -0.1279
H 0.2331 -0.5633 -1.2675
H -1.7126 -1.2992 -0.0140
H -1.7881 -2.9206 -0.6297
H -2.1010 -1.5941 -1.7196
H -0.2304 -3.0250 -2.8277
H -0.0523 -1.5077 -3.4378
*
```

E_tot = -1733.80850 Eh
Frontier orbital gap = 9.72 eV
SMILES string = COC[C@H](C)N.COC[C@H](C)N.COC[C@H](C)N.COC[C@H](C)N.COC[C@H](C)N.COC[C@H](C)N
E_LUMO = 0.679 eV
Maximum force = 0.037 Eh/bohr

# 4
A cluster of 7 separate species, C24H67N5O7 in total in a non-equilibrium geometry. Source: the Open Molecules 2025 dataset; level of theory: ωB97M-V/def2-TZVPD.

```
! RIJCOSX wB97M-V def2-TZVPD def2/J DEFGRID3
* xyz 0 1
C -0.5700 2.0354 -2.7801
O -0.2079 1.7669 -1.4554
C -1.3221 1.3149 -0.6965
C -0.8108 0.8143 0.6873
C -1.9619 0.1028 1.4542
N -0.4375 1.9592 1.4269
H -1.5199 2.5698 -2.7660
H -0.7350 1.2052 -3.4669
H 0.0453 2.7952 -3.2620
H -2.0633 2.1055 -0.5800
H -1.6959 0.3896 -1.1349
H 0.0166 0.1066 0.6348
H -1.5319 -0.2432 2.3941
H -2.2564 -0.7726 0.8753
H -2.7437 0.8489 1.5959
H 0.3441 2.5068 1.0963
H -1.1612 2.6339 1.6296
C -4.1179 -4.6121 -3.2184
O -3.8659 -3.6894 -4.2358
C -4.4317 -2.3955 -3.9602
C -4.0113 -1.4167 -5.0533
C -4.5249 -0.0256 -4.8778
N -4.4485 -1.8500 -6.2743
H -3.5614 -5.5273 -3.4205
H -5.1392 -4.9892 -3.1642
H -3.7581 -4.2427 -2.2582
H -5.5126 -2.5307 -3.9987
H -4.1534 -2.0632 -2.9601
H -2.9478 -1.3644 -5.2865
H -5.6098 0.0785 -4.8893
H -4.1315 0.6947 -5.5952
H -4.1325 0.2817 -3.9084
H -4.2903 -2.8468 -6.2365
H -5.4336 -1.6438 -6.1898
C -6.2777 -3.9394 3.8221
O -7.1910 -4.6809 2.9987
C -7.5860 -5.9366 3.6327
C -6.9584 -7.0918 2.8386
C -5.4595 -7.3467 2.8628
N -7.3856 -7.0002 1.4654
H -5.2476 -4.2953 3.8402
H -6.7287 -3.9483 4.8144
H -6.4241 -2.9206 3.4631
H -7.1706 -6.0413 4.6349
H -8.6713 -6.0378 3.6256
H -7.4853 -8.0267 3.0296
H -5.1150 -7.9866 2.0505
H -5.1301 -7.6730 3.8493
H -4.9986 -6.3726 2.6988
H -6.9684 -7.7240 0.8979
H -7.2274 -6.0828 1.0736
C 2.9599 -1.5263 -6.3000
O 3.7331 -1.5642 -5.1044
C 4.5803 -0.4091 -4.8527
C 5.3856 -0.3304 -3.5457
C 6.4095 -1.3879 -3.3228
N 4.4777 -0.3063 -2.5019
H 3.6595 -1.2240 -7.0792
H 2.1158 -0.8416 -6.2175
H 2.5917 -2.5380 -6.4706
H 5.3432 -0.3494 -5.6290
H 4.1046 0.5546 -5.0345
H 5.7793 0.6830 -3.4669
H 7.1939 -1.4241 -4.0788
H 5.9148 -2.3583 -3.3635
H 6.8444 -1.2596 -2.3315
H 3.6812 0.3102 -2.5763
H 4.1986 -1.2766 -2.4747
C 7.2073 8.2279 0.5935
O 7.7216 6.9452 0.8881
C 6.7319 6.0494 1.5359
C 7.3689 4.6322 1.4858
C 6.4124 3.5453 2.0639
N 8.5897 4.5468 2.2806
H 8.0026 8.8329 0.1581
H 6.8183 8.6937 1.4990
H 6.4018 8.3031 -0.1370
H 6.6398 6.3801 2.5704
H 5.8888 6.1951 0.8606
H 7.5681 4.2768 0.4747
H 6.8902 2.5674 2.0030
H 5.5427 3.4034 1.4223
H 6.1216 3.7309 3.0978
H 8.4580 5.1011 3.1146
H 9.2736 5.1158 1.8025
C -3.3347 5.0950 4.6607
C -2.5771 6.3008 4.1614
O -1.9359 5.9662 2.9409
H -4.2366 4.8580 4.0964
H -3.4802 5.1558 5.7393
H -2.6888 4.2369 4.4748
H -1.9072 6.5854 4.9727
H -3.3323 7.0741 4.0202
H -2.4763 6.2433 2.1974
C 4.1720 -1.9186 4.9515
C 3.0167 -1.4946 3.9589
O 2.0661 -0.7052 4.6068
H 3.7061 -2.1501 5.9093
H 4.8762 -1.0980 5.0885
H 4.7577 -2.7668 4.5972
H 2.6291 -2.4126 3.5170
H 3.2807 -0.9911 3.0288
H 1.5608 -0.1700 3.9905
*
```

E_tot = -1754.80766 Eh
Frontier orbital gap = 9.19 eV
SMILES string = COC[C@H](C)N.COC[C@H](C)N.COC[C@H](C)N.COC[C@H](C)N.COC[C@H](C)N.CCO.CCO
E_LUMO = 0.370 eV
Maximum force = 0.075 Eh/bohr

It is found that the energy above the lowest of the compared OMol25 structures with the same formula, charge and spin values, taken in the order of the records, are 24.9 85.0 55.0 105.7 kcal per mole.